Record 1
A molecular structure, C35H34N3O2S4SeSiZr at a distorted geometry, computed with ωB97M-V/def2-TZVPD.

CARTESIAN COORDINATES (ANGSTROEM)
Zr -0.5754 -0.0868 -0.0125
S -1.7406 1.5676 1.5961
C -0.7046 1.4728 3.0209
C -0.2718 2.6218 3.6770
C 0.5229 2.5263 4.8098
C 0.8578 1.2850 5.3298
C 0.4213 0.1311 4.6966
C -0.3218 0.2317 3.5308
S -0.9015 -1.1804 2.6226
C 0.5525 -2.2701 2.6457
C 0.9270 -2.8495 1.3107
C 1.6118 -4.0586 1.3214
C 2.1112 -4.5760 0.1435
C 1.9074 -3.8599 -1.0225
C 1.1959 -2.6747 -0.9671
C 0.9587 -1.9131 -2.2347
S 1.2936 -0.1186 -2.0672
C 2.8918 -0.1834 -1.2833
C 4.0015 -0.4495 -2.0802
C 5.2601 -0.5101 -1.5141
C 5.4034 -0.2786 -0.1500
C 4.3030 0.0088 0.6343
C 3.0158 0.0616 0.0862
S 1.6810 0.4474 1.1466
N 0.6990 -2.1732 0.1766
H -0.5716 3.5879 3.2908
H 0.8694 3.4278 5.2979
H 1.4445 1.2101 6.2357
H 0.6533 -0.8424 5.1104
H 0.3634 -3.0802 3.3473
H 1.3872 -1.6637 3.0013
H 1.7637 -4.5683 2.2626
H 2.6613 -5.5071 0.1333
H 2.2867 -4.2160 -1.9700
H -0.0883 -1.9848 -2.5239
H 1.5683 -2.3053 -3.0448
H 3.8644 -0.5973 -3.1449
H 6.1242 -0.7223 -2.1284
H 6.3852 -0.3177 0.3034
H 4.4141 0.2041 1.6933
O 3.3466 7.0967 0.4883
C 2.7530 6.7349 -0.6602
O 2.9462 7.3580 -1.6633
C 1.8453 5.5359 -0.6291
C 1.1283 5.2717 -1.7917
C 0.3033 4.1699 -1.8721
C 0.1639 3.2996 -0.7824
C 0.8698 3.5707 0.3835
C 1.7021 4.6743 0.4534
N -0.6388 2.1367 -0.9450
C -1.7542 2.3167 -1.5537
C -2.4532 1.2364 -2.2165
C -3.6508 1.4879 -2.8766
C -4.1992 0.4990 -3.6714
C -3.5254 -0.7062 -3.7731
C -2.3695 -0.8915 -3.0345
N -1.8238 0.0495 -2.2677
H 3.0808 6.5502 1.2331
H 1.2427 5.9343 -2.6380
H -0.1972 3.9480 -2.8059
H 0.7573 2.9358 1.2453
H 2.2447 4.8272 1.3792
H -2.1865 3.3092 -1.6596
H -4.1253 2.4545 -2.7724
H -5.1229 0.6681 -4.2076
H -3.8958 -1.5058 -4.3982
H -1.8890 -1.8585 -3.0550
C -5.7730 -1.5110 0.6681
Si -4.3676 -2.6624 1.1408
C -4.0270 -2.5678 2.9882
C -4.5430 -4.4196 0.5016
Se -2.4783 -1.8567 -0.0741
H -6.7254 -1.9140 1.0222
H -5.8337 -1.3812 -0.4126
H -5.6255 -0.5314 1.1244
H -4.9026 -2.9231 3.5391
H -3.8337 -1.5389 3.2911
H -3.1710 -3.1751 3.2802
H -5.2852 -4.9586 1.0949
H -3.5944 -4.9529 0.5596
H -4.8635 -4.4247 -0.5409

For the largest force on an atom, the calculation gives 0.0246 hartree/bohr. The calculation puts the orbital gap at 6.27 eV. Its LUMO energy is -0.14164 Eh. For the HOMO energy, the calculation gives -10.121 eV. As for the net charge: +1. For the calculated total energy, the calculation gives -163258.4886 eV. Its spin multiplicity is 1.

Here are the Löwdin charges for atoms 1 to 6, given in e:
1. Zr 0.8992
2. S 0.6069
3. C -0.7123
4. C -0.1150
5. C -0.0656
6. C -0.0680

Record 2
A molecular structure, C4H3LiO6Sc at a distorted geometry, computed with ωB97M-V/def2-TZVPD.

CARTESIAN COORDINATES (ANGSTROEM)
O -1.2824 -2.1051 -3.2237
C -0.4746 -1.9282 -2.2606
O 0.2568 -2.8933 -1.8824
O -0.5372 -0.7975 -1.6017
C -0.0660 -0.7310 -0.2824
O -0.3360 0.4763 1.6811
C -0.1931 1.6454 2.3941
C -0.1276 0.4899 0.3172
O -0.5064 2.7166 1.8315
O 0.6326 1.6129 3.3326
Sc -0.4623 -4.0313 -3.5696
Li 1.2785 3.3967 2.6261
H 0.6511 -1.4984 0.0091
H -0.6748 1.3018 -0.1698
H 1.8413 2.3452 0.7984

For the largest force on an atom, the calculation gives 0.0797 hartree/bohr. The calculation puts the orbital gap (alpha / beta) at 5.70 / 5.83 eV. Its LUMO energy (alpha / beta) is -0.21171 / -0.20695 Eh. For the HOMO energy (alpha / beta), the calculation gives -11.460 / -11.465 eV. As for the net charge: +1. For the calculated total energy, the calculation gives -37377.2415 eV. Its spin multiplicity is 1.

Here are the natural (NBO) charges for atoms 1 to 6, given in e:
1. O -0.7737
2. C 0.9807
3. O -0.7970
4. O -0.4459
5. C 0.0127
6. O -0.5141

Record 3
2 unconnected molecules or ions with the total composition C3H7NO4 at a distorted geometry, computed with ωB97M-V/def2-TZVPD.

CARTESIAN COORDINATES (ANGSTROEM)
O 1.5363 -0.7713 -1.4893
C 0.8763 -0.7295 -0.4373
N -0.4571 -0.8667 -0.6141
C -1.3538 -0.3688 0.3682
O -2.4795 0.0761 -0.2080
O -1.1342 -0.3087 1.5344
C 1.5974 -0.7455 0.9058
H -0.9037 -0.9859 -1.5215
H -2.6694 1.0193 -0.0930
H 2.5076 -1.3028 0.6595
H 1.8986 0.2747 1.1568
H 1.0159 -1.2727 1.6486
H 0.6001 2.1720 0.2798
H 1.1224 2.9494 -0.9923
O 1.2715 2.7785 -0.0600

For the largest force on an atom, the calculation gives 0.0493 hartree/bohr. The calculation puts the orbital gap (alpha / beta) at 10.20 / 5.87 eV. Its LUMO energy (alpha / beta) is -0.19648 / -0.35553 Eh. For the HOMO energy (alpha / beta), the calculation gives -15.544 / -15.545 eV. As for the net charge: +1. For the calculated total energy, the calculation gives -12894.9228 eV. Its spin multiplicity is 2. Its expectation value of S² is 0.76.

Here are the natural (NBO) charges for atoms 1 to 6, given in e:
1. O -0.0215
2. C 0.6775
3. N -0.5982
4. C 0.8892
5. O -0.6943
6. O -0.4879

Record 4
C17H23N3O2 in the gas phase, computed with ωB97M-V/def2-TZVPD.

CARTESIAN COORDINATES (ANGSTROEM)
C -8.6699 -0.4163 -0.8295
C -7.3875 -0.2636 -0.5617
C -6.7919 -0.4177 0.8101
O -5.4674 -0.9054 0.7885
C -4.4532 -0.0857 0.3940
C -3.1913 -0.6766 0.3579
C -2.0695 0.0538 -0.0143
C -2.2144 1.4022 -0.3547
C -3.4617 1.9850 -0.3172
C -4.5845 1.2565 0.0512
H -5.5454 1.7470 0.0627
H -3.5791 3.0264 -0.5798
H -1.3405 1.9625 -0.6431
C -0.7746 -0.6019 -0.0424
N 0.2591 0.0536 -0.4011
N 1.4935 -0.4924 -0.4555
C 1.9512 -1.7277 -0.1168
O 1.2815 -2.6449 0.3050
C 3.4539 -1.8513 -0.3744
N 4.1248 -0.5724 -0.2522
C 4.2663 -0.1774 1.1420
C 4.7614 1.2623 1.2286
C 6.1015 1.3940 0.5130
C 5.9530 0.8939 -0.9198
C 5.4125 -0.5332 -0.9248
H 5.2726 -0.8711 -1.9551
H 6.1421 -1.2056 -0.4396
H 6.9132 0.9200 -1.4373
H 5.2549 1.5373 -1.4582
H 6.4351 2.4328 0.5190
H 6.8532 0.7949 1.0326
H 4.8551 1.5519 2.2761
H 4.0294 1.9194 0.7557
H 3.2918 -0.2684 1.6282
H 4.9721 -0.8431 1.6702
H 3.8556 -2.6239 0.3008
H 3.5664 -2.2173 -1.4002
H 2.2128 0.1651 -0.7469
H -0.7537 -1.6485 0.2518
H -3.1072 -1.7182 0.6272
H -6.8408 0.5378 1.3551
H -7.3537 -1.1598 1.3845
H -6.6818 -0.0177 -1.3435
H -9.0612 -0.2858 -1.8233
H -9.3834 -0.6706 -0.0629

For the largest force on an atom, the calculation gives 0.0180 hartree/bohr. The calculation puts the orbital gap at 8.90 eV. Its LUMO energy is 0.02362 Eh. The SMILES is C=CCOc1cccc(/C=N/NC(=O)CN2CCCCC2)c1. For the HOMO energy, the calculation gives -8.258 eV. As for the net charge: 0. For the calculated total energy, the calculation gives -26566.1604 eV. Its spin multiplicity is 1.

Here are the natural (NBO) charges for atoms 1 to 6, given in e:
1. C -0.3843
2. C -0.2085
3. C -0.1093
4. O -0.5048
5. C 0.3836
6. C -0.2630

In eV, the relative energy (zero: lowest compared OMol25 entry of this formula, charge and spin) values for the records above are, in order, 0.0000 1.4989 0.5104 3.3933.